One molecule with the formula C2H3BrO at a distorted geometry, computed with wB97M-V/def2-TZVPD.

Summary:
**Multiplicity**: 1
**Gap between HOMO and LUMO**: 9.977 eV
**HOMO energy**: -0.33832 Ha
**DFT total energy**: -2727.14480 a.u.
**Max |F|**: 5.43 eV/A
**Total charge**: 0

Structure (XYZ):
```
7
Properties=species:S:1:pos:R:3:forces:R:3:lowdin_charge:R:1
C 0.7635 0.1432 0.5112 -5.2411 -0.8011 -1.1936 -0.080
C -0.5596 -0.0994 -0.6389 3.5085 1.3676 3.7709 -0.618
O 0.0544 -1.0412 0.2408 -0.1427 -1.2479 -2.3727 -0.243
Br -2.3151 0.2838 0.0562 0.4904 0.2090 -0.9138 0.668
H 1.6264 0.1854 -0.0436 2.3507 0.4534 -0.5143 0.055
H 0.5740 0.3688 1.5543 0.3490 1.0269 -0.3228 0.101
H -0.1436 0.1593 -1.6801 -1.3149 -1.0079 1.5463 0.118
```
Forces are in eV/Å.

***

C3H3LiO3Yb as an isolated structure at a distorted geometry, computed with wB97M-V/def2-TZVPD.

Summary:
**Multiplicity**: 2
**Gap between HOMO and LUMO (alpha / beta)**: 5.920 / 5.617 eV
**HOMO energy (alpha / beta)**: -0.42398 / -0.42337 Ha
**DFT total energy**: -1507.55985 a.u.
**Max |F|**: 9.57 eV/A
**Total charge**: +1

Structure (XYZ):
```
11
Properties=species:S:1:pos:R:3:forces:R:3:lowdin_charge:R:1
O 1.1605 -0.4609 -2.9353 3.7610 -8.5245 -2.1954 -0.319
C 0.3595 0.4123 -2.7671 -3.0149 7.9572 4.3533 -0.485
C 0.3116 1.1383 -1.5358 0.4917 -0.5947 -2.3773 -0.033
Li 1.0496 -2.2235 -3.2056 0.2303 -0.1750 -1.2858 0.801
Yb 1.1777 -0.9448 -0.6606 0.2715 0.1866 1.6127 1.460
H 0.7486 1.5326 -2.8319 -0.3401 0.2313 -0.5388 0.153
H 0.8771 2.0196 -1.2486 -1.3105 0.8070 0.7257 0.075
O 3.5332 -0.8330 1.5281 -0.5452 0.7357 0.3988 -0.029
C 3.0982 -1.7576 0.6620 0.6973 -1.2242 -1.1591 -0.636
O 3.8237 -2.7337 0.4624 -1.0461 0.6629 0.0169 -0.081
H 4.3460 -1.1991 1.8882 0.8051 -0.0624 0.4490 0.095
```
Forces are in eV/Å.

***

An isolated ion of composition C7H7BrNO and charge +1, computed with wB97M-V/def2-TZVPD.

Summary:
**Multiplicity**: 1
**Gap between HOMO and LUMO**: 8.932 eV
**HOMO energy**: -0.50855 Ha
**DFT total energy**: -2974.71109 a.u.
**Max |F|**: 0.85 eV/A
**Total charge**: +1

Structure (XYZ):
```
17
Properties=species:S:1:pos:R:3:forces:R:3:lowdin_charge:R:1
O -1.7402 0.3682 2.8352 -0.5336 -0.3705 0.5458 0.092
C -0.9821 1.0640 2.2707 -0.0539 0.0788 -0.3916 -0.849
Br -1.4793 2.8635 1.7893 0.2378 0.1340 -0.0483 0.788
C 0.3381 0.5588 1.7535 0.3230 0.0125 -0.0077 -0.124
C 0.2411 0.0454 0.3370 0.1887 0.0783 0.2547 -0.149
C -0.9423 0.0567 -0.3905 0.2230 -0.0790 -0.2289 0.046
C -0.9672 -0.4404 -1.6806 0.0698 -0.0370 -0.1478 0.020
C 0.1814 -0.9537 -2.2401 -0.4110 0.1739 0.1610 -0.002
N 1.3060 -0.9644 -1.5126 0.1102 0.0407 0.1527 0.116
C 1.3707 -0.4889 -0.2568 -0.4931 0.1804 -0.1506 0.042
H 1.1155 1.3102 1.8430 0.0704 0.2059 -0.0866 0.130
H 0.6032 -0.2720 2.4012 0.0594 -0.1407 0.1400 0.143
H -1.8470 0.4668 0.0232 -0.1628 0.0575 0.1580 0.117
H -1.8810 -0.4097 -2.2483 -0.0625 -0.0858 -0.1660 0.134
H 0.2072 -1.3390 -3.2422 0.2124 -0.1377 -0.1642 0.148
H 2.1535 -1.3378 -1.9232 -0.0056 -0.0313 -0.0460 0.189
H 2.3224 -0.5278 0.2412 0.2278 -0.0800 0.0256 0.158
```
Forces are in eV/Å.

***

One molecule with the formula C3H7N3 at a distorted geometry, computed with wB97M-V/def2-TZVPD.

Summary:
**Multiplicity**: 1
**Gap between HOMO and LUMO**: 10.552 eV
**HOMO energy**: -0.35139 Ha
**DFT total energy**: -282.69391 a.u.
**Max |F|**: 3.67 eV/A
**Total charge**: 0

Structure (XYZ):
```
13
Properties=species:S:1:pos:R:3:forces:R:3:lowdin_charge:R:1
C 0.5352 0.3059 -0.7900 0.4019 -0.7532 -0.7386 -0.501
C -1.4562 -0.7482 0.4794 0.2002 -0.9250 -0.5706 -0.108
C -0.3755 -0.1862 1.3499 0.1834 -0.8442 3.5673 -0.185
H 1.5067 1.1852 -2.0317 0.7307 0.5132 -1.2360 0.051
H 1.1064 2.0822 -0.8035 -0.9474 0.3110 -1.1781 0.110
H 1.1131 -1.3545 -0.2373 0.8100 0.2391 -0.6624 0.041
H -2.5256 -0.5355 0.5981 0.5819 0.4174 0.2261 0.104
H -1.3522 -1.7005 -0.0474 0.5381 0.1213 0.3110 0.105
H 0.6129 -0.7383 1.5724 -1.8151 0.5950 -0.5747 0.127
H -0.7023 0.4217 2.2696 0.5233 -0.7185 -1.5788 0.123
N 0.6729 1.5063 -1.5758 0.8845 -0.7484 2.4309 0.082
N 1.4652 -0.5919 -0.8609 -2.4675 0.1355 0.9371 0.126
N -0.6006 0.3538 0.0773 0.3760 1.6569 -0.9331 -0.077
```
Forces are in eV/Å.

***

One molecule with the formula C16H16N8O7 at a distorted geometry, computed with wB97M-V/def2-TZVPD.

Summary:
**Multiplicity**: 1
**Gap between HOMO and LUMO**: 7.776 eV
**HOMO energy**: -0.33086 Ha
**DFT total energy**: -1583.89009 a.u.
**Max |F|**: 2.86 eV/A
**Total charge**: 0

Structure (XYZ):
```
47
Properties=species:S:1:pos:R:3:forces:R:3:lowdin_charge:R:1
O 7.1778 4.1037 -2.4288 -0.7372 -0.4238 0.4511 0.078
O 6.6602 3.5346 -0.3854 -0.4106 0.0001 -2.0126 0.054
N -4.3351 -2.6194 -0.7101 0.4922 0.0464 0.5886 0.141
N -0.4618 0.4013 -3.1352 0.9423 0.2104 -0.0753 0.072
N 0.5306 0.7545 -2.4320 -0.7525 0.0613 -0.8532 0.065
N -2.5129 -0.6350 -3.2691 -1.3705 -0.6002 -0.8692 0.215
N -1.3977 -0.7239 -1.2523 2.0067 1.0515 1.0032 0.177
O -4.5234 -1.7142 -3.4786 0.8551 0.8039 -0.4021 0.135
O -3.1596 -0.0674 4.6370 0.5787 -0.8022 0.6860 -0.076
O 0.8093 -1.4380 3.2681 -0.3873 -0.0064 0.5234 -0.024
O 0.0797 -0.3329 1.0119 -0.4706 -0.0300 1.0207 -0.055
O -2.2851 -2.2125 3.0051 -1.4036 -0.4698 -1.4542 -0.051
C -3.8047 -2.6604 0.4931 0.8706 0.5694 -1.7538 -0.059
C -1.4706 -0.3458 -2.5353 -0.6956 -0.8746 2.6314 -0.380
C -3.4761 -1.3828 -2.7103 0.1214 0.4507 -2.4251 -0.289
C -2.3647 -1.4397 -0.7172 0.5764 0.1900 0.4039 -0.220
C 3.1384 1.7498 -1.5969 1.0673 0.4348 -0.0459 0.001
C 3.4118 2.7169 -3.7654 0.8310 0.5618 0.0467 -0.019
C 4.4074 2.2216 -1.1890 -0.7789 0.3469 -0.1563 0.026
C 4.6365 3.2707 -3.3345 0.6213 0.6426 -0.4068 0.009
C -3.4196 -1.8626 -1.4381 -1.7974 -0.6941 0.2375 -0.191
C 2.6296 1.9690 -2.9034 0.0364 -0.8764 2.0039 -0.209
C 5.1745 3.0383 -2.0614 -2.3679 -1.3892 -0.2867 -0.161
N 1.3735 1.4056 -3.2426 1.0846 0.4044 0.0272 0.034
N -2.6033 -1.9237 0.5480 -0.6102 -0.8023 2.3045 0.094
N 6.4212 3.5929 -1.6111 1.3687 0.6357 1.4894 -0.339
C -2.2284 -1.0270 5.2293 -1.6216 -1.2102 -0.5431 -0.157
C -0.4838 -0.8127 3.4065 2.0983 1.0343 -0.9418 -0.244
C -0.9713 -0.5860 1.9488 -0.6298 -0.1458 -0.3436 -0.231
C -1.6866 -1.9383 1.7054 1.0884 0.7113 0.9718 -0.167
C -1.4615 -1.7694 4.0940 0.8160 0.7464 -0.4932 -0.234
H -5.0651 -2.2386 -2.9036 -1.0150 -0.7146 0.3731 0.091
H -3.9529 -0.5696 4.3635 0.7593 0.3415 0.1654 0.096
H 1.2122 -1.1146 2.4447 -0.2219 0.0390 0.2053 0.085
H -0.3422 -0.1966 0.1266 0.2748 -0.2654 0.1804 0.048
H -4.1603 -3.2848 1.3026 0.0880 0.4359 0.1111 0.139
H 2.5384 1.1974 -0.8897 0.0216 -0.1104 0.0220 0.098
H 3.1288 2.9410 -4.7806 -0.3047 -0.0379 -0.1098 0.110
H 4.7446 2.0243 -0.1578 -0.1201 0.1182 -0.7859 0.126
H 5.1758 3.9663 -4.0224 -0.4426 -0.8645 0.6316 0.134
H 1.1545 1.2661 -4.2097 -0.2279 0.2872 -0.6449 0.135
H -2.8257 -1.7867 5.8383 0.8026 0.9467 -0.6530 0.134
H -1.4917 -0.5412 5.9138 -0.7124 -0.1140 -0.7359 0.134
H -0.3744 0.1744 3.9328 -0.1403 -0.8979 -0.3026 0.166
H -1.6984 0.2404 1.9205 -0.0211 -0.3095 0.0677 0.168
H -0.9225 -2.6910 1.4751 -0.0583 -0.0122 0.2348 0.176
H -0.9254 -2.6538 4.4952 -0.1035 0.5809 -0.0859 0.165
```
Forces are in eV/Å.

***

C4H5FO2 as an isolated structure at a distorted geometry, computed with wB97M-V/def2-TZVPD.

Summary:
**Multiplicity**: 1
**Gap between HOMO and LUMO (alpha / beta)**: 8.765 / 6.340 eV
**HOMO energy (alpha / beta)**: -0.31616 / -0.26692 Ha
**DFT total energy**: -405.56537 a.u.
**Max |F|**: 7.88 eV/A
**Total charge**: 0

Structure (XYZ):
```
12
Properties=species:S:1:pos:R:3:forces:R:3:lowdin_charge:R:1
C 2.3591 0.7601 -0.0811 0.8141 0.4930 -0.0787 -0.329
C 1.3641 -0.1913 -0.0198 -7.7702 -1.2852 0.3097 -0.048
C -0.6367 0.1266 0.0651 6.7545 -1.0524 -0.0455 -0.195
C -1.6516 -0.9229 0.0608 -0.1561 -0.0432 -0.0852 -0.064
O 3.5439 0.4400 -0.1585 0.2934 0.1562 0.0338 0.016
O -0.8878 1.3990 0.0117 -0.5941 1.4690 -0.0611 0.055
F 1.5067 -1.5155 0.0491 0.5310 0.7571 -0.0573 0.046
H 2.0195 1.8033 -0.0848 -0.0857 0.0539 0.0054 0.115
H -2.2374 -0.8638 -0.8627 -0.0491 -0.1163 -0.0695 0.093
H -2.3433 -0.7664 0.8953 -0.0008 -0.0857 0.0598 0.093
H -1.2056 -1.9086 0.1411 0.0515 -0.0163 0.0025 0.083
H -1.8309 1.6395 -0.0162 0.2115 -0.3301 -0.0140 0.135
```
Forces are in eV/Å.

***

A 2-piece molecular cluster, C6H14O overall at a distorted geometry, computed with wB97M-V/def2-TZVPD.

Summary:
**Multiplicity**: 1
**Gap between HOMO and LUMO**: 11.415 eV
**HOMO energy**: -0.39286 Ha
**DFT total energy**: -312.23227 a.u.
**Max |F|**: 3.39 eV/A
**Total charge**: 0

Structure (XYZ):
```
21
Properties=species:S:1:pos:R:3:forces:R:3:lowdin_charge:R:1
C 1.1540 -0.7002 -1.9518 -0.3285 -0.6800 0.5351 -0.076
C 0.3576 -0.2447 1.7326 1.5048 0.7469 1.5003 -0.223
C -0.9407 -0.5917 1.1262 -2.7740 -0.1235 1.9379 -0.252
C 1.2588 0.0371 0.5347 0.9720 -0.6003 -0.2382 -0.169
C -0.7307 -0.9570 -0.2693 0.1437 -0.6776 -2.9744 -0.208
C 0.7765 -1.0407 -0.4693 1.0919 1.2682 -1.0660 -0.370
H 2.2345 -0.7261 -2.1716 -0.3895 -0.0450 0.2422 0.072
H 0.7597 0.2884 -2.2415 0.1114 -0.3529 0.1814 0.076
H 0.6525 -1.4712 -2.5606 0.2889 0.3837 -0.1579 0.073
H 0.1696 0.6288 2.3862 0.6886 -0.3937 -0.0829 0.110
H 0.7833 -1.0502 2.3615 -0.1310 0.3201 -0.3346 0.118
H -1.5360 0.3339 1.2461 -0.3518 -0.6874 -0.3793 0.110
H -1.4773 -1.4071 1.6483 0.2021 0.5406 0.1079 0.122
H 2.3372 -0.0943 0.7473 -0.4697 0.2538 0.0293 0.115
H 1.1219 1.0461 0.1002 -0.1154 -0.4112 0.2186 0.120
H -1.0831 -0.1396 -0.9275 0.0082 -0.4582 0.0951 0.120
H -1.1928 -1.8981 -0.6246 -0.1282 0.5125 0.3397 0.125
H 1.2087 -2.0292 -0.2128 -0.3414 0.4331 0.0413 0.143
O -1.7913 3.1757 -0.4812 -0.4724 0.4707 1.0103 -0.091
H -2.4616 3.8942 -0.4293 0.7225 -0.7782 -0.0171 0.048
H -1.6009 2.9459 0.4565 -0.2319 0.2784 -0.9886 0.039
```
Forces are in eV/Å.

***

C14H26N5O3SYb as an isolated structure at a distorted geometry, computed with wB97M-V/def2-TZVPD.

Summary:
**Multiplicity**: 2
**Gap between HOMO and LUMO (alpha / beta)**: 8.802 / 8.362 eV
**HOMO energy (alpha / beta)**: -0.31770 / -0.31795 Ha
**DFT total energy**: -2605.52390 a.u.
**Max |F|**: 5.12 eV/A
**Total charge**: 0

Structure (XYZ):
```
50
Properties=species:S:1:pos:R:3:forces:R:3:lowdin_charge:R:1
Yb 6.8772 8.1678 12.5387 -2.0190 1.8026 0.0941 1.385
N 5.3906 6.3503 11.8767 -0.4451 0.8475 0.2236 -0.081
C 5.1158 6.8311 10.5041 -0.3902 -0.2616 -0.3446 -0.215
C 4.7043 8.3312 10.4016 1.5265 -1.7159 4.5733 -0.608
O 4.2706 8.6914 9.3687 -1.2883 1.6821 -3.0743 0.068
N 4.9475 8.9920 11.5980 0.3233 -0.4471 -1.4113 -0.115
C 4.7507 10.4534 11.5665 -1.3200 -1.3038 1.0190 -0.147
C 6.0443 11.1531 11.8533 -0.7593 1.5557 -1.2414 -0.658
O 6.1636 12.3146 11.4735 0.4390 -0.4917 0.5418 0.040
O 6.9851 10.4240 12.3414 1.2446 -1.5184 1.0016 -0.226
H 5.8146 5.4370 11.8432 -0.0112 -0.3408 0.2126 0.079
H 4.5084 6.3011 12.4360 1.1419 0.0327 -0.6490 0.122
H 4.3840 6.2109 9.9971 -0.5204 0.1107 0.0194 0.114
H 6.0009 6.6911 9.8844 0.2665 0.1288 0.1837 0.062
H 3.9375 10.7015 12.2990 0.8558 0.1295 -0.3772 0.136
H 4.3845 10.7915 10.6139 -0.0736 0.0965 -0.5200 0.108
N 7.2321 5.9010 14.4476 -0.0529 -2.6565 -0.0783 -0.082
C 7.2670 7.0392 14.4941 0.2373 2.4695 0.5176 -0.447
C 9.4610 13.3845 6.6899 0.2048 -2.3473 3.2353 -0.098
C 8.0273 13.0767 7.1450 -0.5957 -0.6934 -0.5325 -0.233
C 7.7231 11.7202 7.8840 1.0625 0.4545 -0.8897 -0.173
C 8.5414 11.5606 9.1434 1.0627 0.6385 -0.1080 -0.182
N 8.3370 10.3275 9.9041 0.1163 -1.3044 0.3875 0.046
C 8.6020 9.0593 9.5171 -0.2135 1.6079 1.1917 -0.676
S 8.5156 7.7105 10.6483 0.7620 0.2976 -1.2805 0.625
N 9.0585 8.8937 8.2960 0.7391 -0.6449 -1.2681 0.017
C 9.4833 7.5845 7.7259 -0.0686 -0.7194 0.9859 -0.166
C 8.3559 6.5566 7.2417 1.4164 1.8539 2.3399 -0.193
C 7.4145 7.2172 6.3378 -3.4887 1.1332 -2.0662 -0.304
C 7.7852 7.3408 4.8669 2.0902 0.3820 0.3464 -0.121
H 9.5728 14.3132 6.2535 -0.0484 2.0214 -0.9002 0.036
H 9.7193 12.6296 5.9595 0.6507 -0.2474 -0.0104 0.068
H 10.1413 13.3789 7.6373 -0.7629 -0.1759 -1.9038 0.102
H 7.3847 13.1529 6.2638 -0.0275 -0.4337 -0.1101 0.105
H 7.6330 13.8663 7.7322 -0.1334 0.8518 1.0225 0.090
H 8.0064 10.8772 7.2636 -0.1594 -0.0047 -0.6889 0.081
H 6.6782 11.5868 8.0571 -0.8077 0.2304 0.2904 0.112
H 8.4081 12.4324 9.7968 -0.2410 -0.5529 0.2012 0.137
H 9.6034 11.6435 8.8076 -0.3361 -0.3346 0.4427 0.118
H 8.1048 10.3900 10.9001 -0.1802 0.5081 -0.2143 0.072
H 9.4072 9.7651 7.8703 -0.3740 -0.9770 0.0152 0.138
H 10.0217 7.0369 8.5472 -0.1736 0.6021 -0.8777 0.095
H 10.1759 7.8072 6.9135 -0.0799 0.0035 0.0777 0.117
H 7.8503 6.2689 8.1660 0.0312 -0.3031 -0.1060 0.078
H 9.0101 5.7702 6.9267 -0.2658 -0.9260 -0.7608 0.108
H 7.2325 8.2610 6.7278 -0.0602 -1.0158 -0.2448 0.112
H 6.3537 6.7843 6.1734 1.5607 0.1120 1.4602 0.138
H 8.6497 8.0497 4.7796 -0.5963 -0.5485 -0.3940 0.078
H 6.9550 7.7000 4.2806 -0.1523 0.1825 -0.1986 0.065
H 8.1072 6.3606 4.4929 -0.0860 0.2301 -0.1327 0.077
```
Forces are in eV/Å.